DFT (ωB97M-V with the def2-TZVPD basis set) results for a 2-piece molecular cluster, CH2ClNO2 overall at a distorted geometry.

```
7
Properties=species:S:1:pos:R:3
C -1.9463 2.0565 -0.1023
N -0.0516 0.0586 0.2614
O -1.9184 1.3075 -1.0478
O -0.0199 1.1557 0.9541
Cl -3.0473 3.2401 0.2573
H 0.0291 0.2345 -0.6711
H -0.7777 -0.6665 0.5022
```

Computed properties:
Net charge ... 0
E ... -19172.40895 eV
Highest occupied orbital energy (spin up / spin down) ... -9.0 / -9.3 eV
Gap between HOMO and LUMO (spin up / spin down) ... 0.32969 / 0.31730 Ha


DFT (ωB97M-V with the def2-TZVPD basis set) results for one molecule with the formula C6H7NS at a distorted geometry.

```
15
Properties=species:S:1:pos:R:3
C 1.1707 -1.8236 0.0760
C 0.3442 -0.5932 -0.0206
C -0.9987 -0.7020 0.0332
C 1.0896 0.6642 -0.0653
C 0.3538 1.9151 -0.0660
C -0.1896 2.9610 0.1219
H 1.8736 -1.9085 -0.7613
H 1.7175 -1.9110 1.0039
H 0.5594 -2.7201 -0.0361
H -1.4130 -1.7484 -0.0014
H -1.6966 1.1703 -0.1165
H -2.9275 -0.1448 -0.2748
H -0.7010 3.8962 0.1120
N -1.9692 0.2199 0.0071
S 2.7868 0.7249 -0.0121
```

Computed properties:
SMILES ... C#CC(=S)/C(C)=C\N
Net charge ... 0
E ... -18658.02589 eV
Highest occupied orbital energy ... -8.1 eV
Gap between HOMO and LUMO ... 0.27335 Ha


DFT (ωB97M-V with the def2-TZVPD basis set) results for C17H19N4ORhS3 as an isolated structure at a distorted geometry.

```
45
Properties=species:S:1:pos:R:3
Rh 0.0000 0.0000 0.0000
C -0.8415 4.1064 -0.1989
C -0.9641 2.6016 -0.0789
N 0.0837 1.8654 0.0000
N 1.3848 2.3029 -0.0789
C 2.3372 1.3935 -0.1110
S 2.2150 -0.3784 -0.0067
S 3.9791 2.0766 -0.3340
C 3.6410 2.9246 -1.9011
C 3.5183 4.4386 -1.8569
C 3.0940 5.1482 -0.7244
C 2.9191 6.5343 -0.7653
C 3.1502 7.2341 -1.9463
C 3.5553 6.5471 -3.0876
C 3.7350 5.1619 -3.0430
C -2.3709 1.9428 -0.0429
C -3.4593 2.8573 -0.0464
C -4.7893 2.4410 -0.0349
C -5.0686 1.0903 -0.0172
C -4.0159 0.1719 -0.0073
C -2.6361 0.5126 -0.0177
O -1.7936 -0.4620 -0.0067
H 0.1997 4.4286 -0.2539
H -1.2810 4.5827 0.6828
H -1.3418 4.4533 -1.1069
H 2.7543 2.5106 -2.3946
H 4.4952 2.6791 -2.5436
H 2.8588 4.6208 0.1995
H 2.5768 7.0522 0.1258
H 2.9933 8.3072 -1.9798
H 3.7124 7.0816 -4.0191
H 4.0219 4.6336 -3.9495
H -3.2894 3.9267 -0.0576
H -5.5909 3.1690 -0.0405
H -6.0902 0.7300 -0.0097
H -4.2638 -0.8915 0.0084
N 0.8510 -2.4346 -2.4896
C -0.1922 -2.4079 -1.6395
N -1.4037 -2.4318 -2.2253
S 0.0000 -2.3501 0.0000
H 0.7414 -2.4698 -3.4912
H 1.7905 -2.4187 -2.1120
H -1.5288 -2.4670 -3.2252
H -2.2304 -2.4137 -1.6408
H 0.0000 0.0000 1.6848
```

Computed properties:
Net charge ... 0
E ... -61452.45696 eV
Multiplicity ... 5
Highest occupied orbital energy (spin up / spin down) ... -5.1 / -8.0 eV
Gap between HOMO and LUMO (spin up / spin down) ... 0.19571 / 0.18398 Ha


DFT (ωB97M-V with the def2-TZVPD basis set) results for a 2-piece molecular cluster, Cl2HP overall at a distorted geometry.

```
4
Properties=species:S:1:pos:R:3
P 0.2357 -1.1361 0.5130
Cl 0.3537 -0.5631 2.4569
Cl 2.1003 1.7211 -0.5318
H 1.0319 -0.2606 -0.3917
```

Computed properties:
Net charge ... 0
E ... -34347.15267 eV
Highest occupied orbital energy (spin up / spin down) ... -10.4 / -9.1 eV
Gap between HOMO and LUMO (spin up / spin down) ... 0.31509 / 0.19053 Ha


DFT (ωB97M-V with the def2-TZVPD basis set) results for C3H2O3Pb as an isolated structure at a distorted geometry.

```
9
Properties=species:S:1:pos:R:3
C -0.4939 -0.6234 -0.0587
C 0.0070 0.7003 0.0903
O 0.6123 1.2633 -1.1420
C 1.6136 1.0922 -0.3941
O 2.7656 1.1142 -0.2420
O -1.3883 -1.0597 0.6943
H -0.0351 -1.2688 -0.8255
H -0.4852 1.4390 0.7248
Pb -2.5961 -2.6571 1.1529
```

Computed properties:
Net charge ... +2
E ... -14511.52394 eV
Highest occupied orbital energy ... -18.6 eV
Gap between HOMO and LUMO ... 0.26947 Ha


DFT (ωB97M-V with the def2-TZVPD basis set) results for a 2-piece molecular cluster, C5H13BrSi overall at a distorted geometry.

```
20
Properties=species:S:1:pos:R:3
C 0.3972 -2.1544 -2.0410
C -1.0284 2.8741 1.2062
C 0.3248 -1.8950 1.4826
C 0.7222 -0.7814 -1.6123
C 0.3440 2.5981 0.8397
Si 0.0086 -0.5528 0.1633
Br -2.2258 -0.4589 -0.1851
H 0.6927 -2.9567 -1.3759
H -0.6832 -2.1990 -2.1522
H 0.7832 -2.4559 -3.1238
H -1.0489 3.9941 1.5132
H -1.8381 2.8658 0.4149
H -1.5300 2.1966 2.0287
H 0.8237 -1.3838 2.2680
H -0.7272 -2.1831 1.7830
H 0.8986 -2.6662 1.0570
H 0.5230 -0.0235 -2.4319
H 1.7616 -0.6105 -1.3842
H 1.1088 2.8208 1.6948
H 0.6931 2.9718 -0.1451
```

Computed properties:
Net charge ... 0
E ... -83313.59847 eV
Highest occupied orbital energy (spin up / spin down) ... -7.2 / -8.1 eV
Gap between HOMO and LUMO (spin up / spin down) ... 0.28091 / 0.28826 Ha